{
  "formula": "C17H21IN5ORuS2Te",
  "method": "ωB97M-V/def2-TZVPD",
  "species": ["Ru", "N", "C", "N", "C", "C", "S", "C", "C", "S", "C", "N", "N", "H", "H", "H", "H", "H", "H", "C", "C", "C", "C", "C", "C", "Te", "C", "C", "C", "H", "H", "H", "H", "H", "H", "H", "H", "H", "H", "H", "N", "C", "O", "C", "I", "H", "H", "H", "H"],
  "coordinates": [[-0.95, -0.16, -0.81], [-1.65, -2.64, 1.45], [-2.41, -1.54, 1.47], [-2.28, -0.53, 0.61], [-3.23, 0.48, 0.83], [-4.02, 0.26, 1.90], [-3.65, -1.26, 2.63], [-3.20, 1.54, -0.17], [-4.02, 2.58, -0.39], [-3.52, 3.46, -1.79], [-2.22, 2.35, -2.03], [-2.18, 1.40, -1.11], [-1.37, 2.44, -3.07], [-1.21, -2.93, 0.59], [-1.83, -3.38, 2.11], [-4.81, 0.87, 2.29], [-4.89, 2.89, 0.16], [-1.44, 3.23, -3.70], [-0.47, 1.99, -3.04], [5.75, -0.95, 3.06], [4.56, -0.42, 2.35], [4.69, 0.36, 1.19], [3.60, 0.87, 0.54], [3.81, 1.72, -0.69], [2.29, 0.57, 1.05], [0.71, 1.46, 0.12], [2.13, -0.22, 2.24], [0.80, -0.45, 2.88], [3.27, -0.69, 2.85], [6.68, -0.73, 2.54], [5.66, -2.03, 3.20], [5.80, -0.52, 4.06], [5.68, 0.57, 0.81], [4.87, 1.85, -0.88], [3.38, 2.72, -0.56], [3.36, 1.27, -1.57], [0.02, -0.65, 2.16], [0.51, 0.43, 3.47], [0.85, -1.30, 3.57], [3.18, -1.27, 3.76], [-1.62, -2.44, -4.28], [-1.96, -1.56, -3.39], [-1.17, -1.37, -2.39], [-3.22, -0.76, -3.50], [-4.63, -1.40, -4.95], [-0.75, -2.96, -4.21], [-2.24, -2.64, -5.06], [-2.93, 0.26, -3.75], [-3.70, -0.75, -2.53]],
  "mulliken_charge": [0.593, -0.300, 0.216, 0.669, -0.549, -0.210, -0.076, -0.405, -0.294, -0.080, 0.077, 0.864, -0.300, 0.160, 0.255, 0.479, 0.480, 0.246, 0.150, -1.409, 0.501, -1.027, 1.021, -1.918, 0.474, 0.457, 1.112, -1.554, -0.916, 0.391, 0.388, 0.370, 0.356, 0.386, 0.434, 0.374, 0.149, 0.449, 0.445, 0.477, -0.276, 0.804, -0.900, -0.741, 0.243, 0.297, 0.095, 0.343, 0.199],
  "total_charge": 3,
  "e_homo_ha": [-0.6207, -0.6206]
}


{
  "formula": "H8O4",
  "method": "ωB97M-V/def2-TZVPD",
  "species": ["O", "H", "H", "O", "H", "H", "O", "H", "H", "O", "H", "H"],
  "coordinates": [[-1.58, 0.83, -0.52], [-0.80, 1.17, -0.23], [-2.28, 1.52, -0.48], [1.74, -1.13, -0.54], [2.21, -1.45, 0.19], [0.75, -1.29, -0.33], [1.16, 1.35, 0.41], [1.46, 0.68, -0.17], [1.71, 2.13, 0.21], [-1.15, -1.49, 0.27], [-1.67, -1.72, 1.09], [-1.56, -0.61, 0.09]],
  "mulliken_charge": [-0.657, 0.332, 0.335, -0.720, 0.316, 0.386, -0.691, 0.372, 0.319, -0.708, 0.307, 0.408],
  "smiles": "O.O.O.O",
  "e_homo_ha": -0.4057
}


{
  "formula": "C29H72N6O3",
  "method": "ωB97M-V/def2-TZVPD",
  "species": ["C", "C", "N", "O", "C", "O", "N", "C", "C", "O", "H", "H", "H", "H", "H", "H", "H", "H", "H", "H", "H", "H", "C", "C", "N", "C", "C", "C", "C", "H", "H", "H", "H", "H", "H", "H", "H", "H", "H", "H", "H", "H", "H", "H", "C", "C", "N", "C", "C", "C", "C", "H", "H", "H", "H", "H", "H", "H", "H", "H", "H", "H", "H", "H", "H", "H", "C", "C", "N", "C", "C", "C", "C", "H", "H", "H", "H", "H", "H", "H", "H", "H", "H", "H", "H", "H", "H", "H", "C", "C", "N", "C", "C", "C", "C", "H", "H", "H", "H", "H", "H", "H", "H", "H", "H", "H", "H", "H", "H", "H"],
  "coordinates": [[4.80, -1.48, -2.88], [4.55, 0.18, -2.97], [3.50, 0.46, -1.87], [2.91, 1.65, -2.06], [1.74, 1.56, -2.94], [1.82, 1.53, -4.29], [0.36, 1.55, -2.25], [-0.62, 0.65, -2.97], [-0.29, -0.95, -2.80], [-0.98, -1.49, -1.59], [5.00, -1.68, -1.73], [3.79, -2.00, -3.22], [5.70, -1.77, -3.57], [4.16, 0.41, -4.05], [5.58, 0.73, -2.76], [4.08, 0.57, -0.99], [0.01, 2.53, -2.43], [-1.71, 0.81, -2.51], [-0.71, 0.92, -4.11], [-0.79, -1.51, -3.72], [0.87, -1.17, -2.75], [-0.59, -1.09, -0.76], [-5.78, 3.04, -0.70], [-4.55, 3.92, -0.86], [-3.93, 3.85, -2.18], [-2.59, 4.44, -2.23], [-2.47, 5.94, -1.97], [-4.80, 4.16, -3.32], [-5.49, 5.52, -3.33], [-5.56, 2.00, -0.98], [-6.12, 3.04, 0.34], [-6.62, 3.39, -1.32], [-3.82, 3.58, -0.11], [-4.82, 4.95, -0.59], [-2.13, 4.22, -3.20], [-1.96, 3.92, -1.50], [-2.84, 6.53, -2.82], [-1.42, 6.21, -1.84], [-3.01, 6.25, -1.07], [-5.58, 3.39, -3.38], [-4.24, 4.04, -4.25], [-5.96, 5.77, -2.38], [-6.28, 5.52, -4.09], [-4.80, 6.32, -3.60], [3.05, -4.93, -0.14], [4.37, -5.45, 0.44], [5.21, -4.40, 1.01], [6.58, -4.84, 1.28], [6.78, -5.93, 2.32], [4.60, -3.58, 2.06], [4.05, -4.29, 3.29], [3.23, -4.12, -0.86], [2.53, -5.74, -0.66], [2.38, -4.56, 0.64], [4.91, -5.92, -0.39], [4.15, -6.24, 1.17], [7.19, -3.97, 1.56], [7.02, -5.19, 0.34], [6.64, -5.56, 3.34], [7.81, -6.30, 2.27], [6.12, -6.79, 2.16], [3.78, -3.00, 1.61], [5.31, -2.81, 2.39], [3.44, -5.16, 3.04], [3.41, -3.60, 3.86], [4.84, -4.61, 3.97], [10.20, -0.92, 6.16], [8.68, -0.73, 6.13], [8.03, -1.38, 4.99], [6.64, -0.96, 4.79], [5.64, -1.28, 5.88], [8.27, -2.82, 4.84], [7.90, -3.73, 6.01], [10.65, -0.60, 5.21], [10.63, -0.30, 6.95], [10.48, -1.95, 6.35], [8.49, 0.35, 6.07], [8.26, -1.07, 7.08], [6.27, -1.36, 3.83], [6.64, 0.13, 4.64], [5.38, -2.34, 5.89], [4.71, -0.73, 5.70], [6.00, -1.00, 6.88], [9.33, -2.97, 4.62], [7.76, -3.19, 3.94], [8.26, -3.34, 6.97], [8.35, -4.71, 5.87], [6.82, -3.88, 6.08], [-9.68, 1.76, -0.12], [-10.56, 1.38, -1.31], [-10.96, 2.52, -2.13], [-12.04, 2.21, -3.08], [-11.74, 1.19, -4.17], [-9.88, 3.35, -2.67], [-8.82, 2.66, -3.53], [-10.16, 2.54, 0.49], [-9.53, 0.88, 0.52], [-8.70, 2.11, -0.43], [-11.46, 0.90, -0.90], [-10.04, 0.61, -1.90], [-12.39, 3.14, -3.54], [-12.90, 1.84, -2.50], [-11.10, 1.60, -4.95], [-12.68, 0.90, -4.66], [-11.29, 0.28, -3.78], [-9.37, 3.83, -1.83], [-10.30, 4.18, -3.24], [-8.45, 1.73, -3.08], [-7.96, 3.32, -3.65], [-9.19, 2.44, -4.53]],
  "mulliken_charge": [-0.692, -0.334, -0.361, -0.244, 0.519, -0.502, -0.291, -0.282, -0.076, -0.550, 0.121, 0.182, 0.342, 0.269, 0.273, 0.270, 0.232, 0.212, 0.319, 0.262, 0.015, 0.315, -1.029, -0.599, 0.235, -0.511, -1.242, -0.643, -1.081, 0.304, 0.476, -0.041, 0.490, 0.289, 0.336, 0.346, 0.233, 0.439, 0.276, 0.327, 0.385, 0.217, 0.409, 0.348, -1.249, -0.461, 0.222, -0.718, -0.943, -0.477, -0.834, 0.183, 0.441, 0.283, 0.453, 0.292, 0.355, 0.408, 0.046, 0.413, 0.368, 0.317, 0.147, 0.298, 0.380, 0.050, -1.376, -0.381, 0.153, -0.349, -0.928, 0.127, -1.042, 0.324, 0.435, 0.281, 0.432, 0.288, 0.014, 0.360, 0.110, 0.415, 0.311, 0.353, -0.440, 0.339, 0.388, 0.210, -1.140, -0.348, 0.098, -0.692, -0.950, -0.892, -0.359, 0.329, 0.452, 0.012, 0.467, 0.262, 0.344, 0.409, 0.228, 0.395, 0.269, 0.363, 0.341, 0.230, -0.124, 0.345],
  "smiles": "CCNOC(=O)NCCO.CCN(CC)CC.CCN(CC)CC.CCN(CC)CC.CCN(CC)CC",
  "e_homo_ha": -0.2987
}


{
  "formula": "C8H14BN",
  "method": "ωB97M-V/def2-TZVPD",
  "species": ["B", "C", "C", "C", "C", "C", "C", "C", "C", "N", "H", "H", "H", "H", "H", "H", "H", "H", "H", "H", "H", "H", "H", "H"],
  "coordinates": [[0.49, 0.94, -1.48], [-0.05, 2.27, -1.98], [-0.93, 2.97, -1.21], [-1.33, 2.49, 0.05], [-0.85, 1.29, 0.51], [1.34, -1.91, -0.45], [0.96, -0.97, 1.86], [-0.99, -1.93, 0.55], [0.37, -1.32, 0.52], [0.01, 0.58, -0.21], [1.22, 0.26, -2.09], [0.20, 2.66, -2.96], [-1.36, 3.90, -1.56], [-2.02, 3.06, 0.66], [-1.17, 0.91, 1.47], [0.92, -1.98, -1.44], [2.26, -1.33, -0.49], [1.60, -2.92, -0.11], [0.21, -0.56, 2.53], [1.76, -0.25, 1.76], [1.37, -1.87, 2.33], [-1.70, -1.30, 1.09], [-1.37, -2.12, -0.45], [-0.94, -2.88, 1.09]],
  "mulliken_charge": [-0.024, -0.595, -0.131, -0.666, 0.035, -1.739, -1.446, -1.378, 1.535, -0.039, -0.164, 0.324, 0.349, 0.368, 0.159, 0.401, 0.374, 0.427, 0.330, 0.368, 0.425, 0.329, 0.348, 0.405],
  "e_homo_ha": -0.2924
}


Number 1: largest force on an atom 0.4 eV/Å, E -2465.445843 Eh. Number 2: largest force on an atom 5.7 eV/Å, E -305.749614 Eh. Number 3: largest force on an atom 8.9 eV/Å, E -1702.120865 Eh. Number 4: largest force on an atom 4.3 eV/Å, E -392.812952 Eh.